Entry 1:
Molecular formula: C16H18MoN3OS3
Method: DFT, ωB97M-V with the def2-TZVPD basis set

- LUMO (alpha / beta) (eV) = -12.610 / -12.103
- HOMO (alpha / beta) (hartree) = -0.642 / -0.650
- orbital gap (alpha / beta) (eV) = 4.9 / 5.6
- spin multiplicity = 3
- total charge = +3

```
42
Properties=species:S:1:pos:R:3:lowdin_spin:R:1
Mo 0.25 -0.35 -0.33 1.84
C 1.23 3.79 -3.84 -0.01
S 2.58 2.73 -3.33 -0.09
C 1.82 1.50 -2.42 -0.02
S 0.25 1.65 -1.49 -0.07
N 2.38 0.34 -2.34 -0.01
N 1.76 -0.61 -1.69 -0.06
C 2.13 -1.86 -1.91 0.15
C 1.14 -2.82 -1.58 0.00
C 1.22 -4.19 -1.84 0.05
C 0.11 -4.99 -1.59 0.01
C -1.06 -4.39 -1.11 0.03
C -1.06 -3.03 -0.87 0.04
N 0.01 -2.25 -1.06 0.02
H 1.56 4.83 -3.80 0.00
H 0.35 3.63 -3.21 0.00
H 0.99 3.55 -4.88 0.00
H 3.05 -2.08 -2.45 0.00
H 2.13 -4.61 -2.25 0.00
H 0.14 -6.05 -1.79 0.00
H -1.95 -4.97 -0.94 0.00
H -1.97 -2.53 -0.53 0.00
C -3.01 3.53 1.54 0.00
C -1.90 2.57 1.69 0.01
C -0.69 2.94 2.29 0.00
C 0.34 2.03 2.48 0.02
C 0.18 0.70 2.09 0.00
C -1.03 0.29 1.47 0.02
C -2.06 1.23 1.28 0.02
S 1.44 -0.57 2.49 0.01
C 0.62 -1.46 3.83 0.00
O 1.15 -1.44 1.23 0.03
H -2.65 4.52 1.29 0.00
H -3.52 3.63 2.50 0.00
H -3.75 3.20 0.81 0.00
H -0.57 3.96 2.63 0.00
H 1.24 2.34 3.00 0.00
H -1.28 -0.78 1.40 0.01
H -3.00 0.90 0.87 0.00
H -0.36 -1.82 3.54 0.00
H 0.54 -0.75 4.66 0.00
H 1.25 -2.29 4.14 0.00
```

=====

Entry 2:
Molecular formula: C16H18N2O5S
Method: DFT, ωB97M-V with the def2-TZVPD basis set

- structure (SMILES) = COc1ccc(OC)c(NC(=O)c2ccc(NS(C)(=O)=O)cc2)c1
- LUMO (eV) = 0.399
- energy relative to the best compared isomer or geometry (same formula, charge and spin) (kJ/mol) = 299.8
- HOMO (hartree) = -0.293
- orbital gap (eV) = 8.4
- total charge = 0

```
42
Properties=species:S:1:pos:R:3:nbo_charge:R:1
C -2.59 -0.81 -0.34 -0.26
O -2.30 -0.84 -1.72 -0.49
C -1.17 -0.22 -2.16 0.30
C -0.81 -0.45 -3.48 -0.26
C 0.32 0.14 -4.02 -0.26
C 1.13 0.95 -3.24 0.23
O 2.27 1.57 -3.67 -0.51
C 2.66 1.41 -5.01 -0.25
C 0.77 1.18 -1.90 0.20
N 1.61 2.04 -1.17 -0.62
C 1.82 2.23 0.16 0.67
O 2.47 3.18 0.54 -0.59
C 1.28 1.23 1.13 -0.18
C 0.79 1.71 2.35 -0.14
C 0.33 0.83 3.31 -0.26
C 0.37 -0.54 3.08 0.15
N -0.06 -1.44 4.06 -0.85
S -1.15 -2.66 3.72 2.31
C -2.69 -1.76 3.37 -0.87
O -0.75 -3.35 2.54 -0.93
O -1.32 -3.38 4.95 -0.93
C 0.90 -1.02 1.88 -0.27
C 1.35 -0.14 0.92 -0.11
C -0.39 0.63 -1.38 -0.35
H -3.46 -1.45 -0.21 0.20
H -2.83 0.20 0.00 0.17
H -1.75 -1.20 0.24 0.18
H -1.43 -1.10 -4.08 0.23
H 0.57 -0.06 -5.05 0.22
H 1.89 1.78 -5.70 0.18
H 2.87 0.36 -5.24 0.18
H 3.57 1.99 -5.13 0.20
H 2.17 2.64 -1.76 0.43
H 0.77 2.77 2.52 0.24
H -0.05 1.21 4.25 0.21
H -0.23 -1.05 4.97 0.41
H -3.06 -1.35 4.30 0.24
H -3.40 -2.48 2.97 0.25
H -2.48 -0.99 2.65 0.24
H 0.94 -2.09 1.73 0.25
H 1.77 -0.53 0.01 0.22
H -0.67 0.86 -0.37 0.23
```

=====

Entry 3:
Molecular formula: C16H18N2S2
Method: DFT, ωB97M-V with the def2-TZVPD basis set

- structure (SMILES) = Nc1ccccc1SC/C=C/CSc1ccccc1N
- LUMO (eV) = 0.762
- energy relative to the best compared isomer or geometry (same formula, charge and spin) (kJ/mol) = 0.8
- HOMO (hartree) = -0.277
- orbital gap (eV) = 8.3
- total charge = 0

```
38
Properties=species:S:1:pos:R:3:nbo_charge:R:1
N -3.75 -0.41 1.50 -0.80
C -2.97 0.05 0.46 0.13
C -3.22 1.31 -0.10 -0.26
C -2.49 1.76 -1.18 -0.21
C -1.50 0.97 -1.73 -0.23
C -1.24 -0.28 -1.19 -0.25
C -1.97 -0.75 -0.11 -0.12
S -1.71 -2.34 0.63 0.20
C -0.41 -3.16 -0.36 -0.55
C 0.94 -2.60 -0.09 -0.19
C 1.76 -2.11 -1.01 -0.20
C 3.09 -1.50 -0.75 -0.56
S 3.29 -0.84 0.95 0.20
C 2.01 0.40 0.95 -0.26
C 0.91 0.25 1.78 -0.18
C -0.09 1.20 1.80 -0.26
C 0.01 2.31 0.97 -0.16
C 1.11 2.48 0.16 -0.29
C 2.14 1.54 0.15 0.24
N 3.24 1.70 -0.67 -0.83
H -4.24 0.28 2.03 0.38
H -3.37 -1.17 2.04 0.39
H -3.99 1.92 0.34 0.21
H -2.70 2.74 -1.59 0.21
H -0.92 1.32 -2.57 0.21
H -0.46 -0.88 -1.62 0.22
H -0.68 -3.11 -1.41 0.23
H -0.47 -4.20 -0.02 0.24
H 1.22 -2.57 0.96 0.22
H 1.48 -2.15 -2.06 0.20
H 3.89 -2.24 -0.85 0.23
H 3.27 -0.69 -1.45 0.23
H 0.85 -0.62 2.41 0.22
H -0.94 1.08 2.45 0.21
H -0.77 3.06 0.97 0.22
H 1.19 3.36 -0.47 0.20
H 3.40 2.64 -1.00 0.38
H 4.08 1.24 -0.34 0.39
```

=====

Entry 4:
Molecular formula: C16H18N3O5S3W
Method: DFT, ωB97M-V with the def2-TZVPD basis set

- LUMO (eV) = 2.443
- energy relative to the best compared isomer or geometry (same formula, charge and spin) (kJ/mol) = 45.6
- HOMO (hartree) = -0.124
- orbital gap (eV) = 5.8
- total charge = -1

```
46
Properties=species:S:1:pos:R:3:nbo_charge:R:1
W 0.21 0.10 0.03 1.08
N -0.94 1.09 1.77 -0.78
C -0.22 2.18 2.43 -0.36
C 0.69 2.80 1.39 0.79
O 0.97 3.99 1.39 -0.66
O 1.12 1.93 0.54 -0.73
H -1.77 1.43 1.29 0.39
H -1.20 0.33 2.39 0.42
H 0.42 1.73 3.19 0.25
H -0.88 2.92 2.89 0.20
N -1.16 -0.75 -1.80 -0.76
C -0.99 -2.09 -2.35 -0.22
C 0.44 -2.28 -2.83 -0.53
C 1.38 -2.42 -1.64 0.81
O 2.24 -3.28 -1.62 -0.65
O 1.15 -1.59 -0.67 -0.73
H -2.08 -0.63 -1.39 0.39
H -1.06 -0.05 -2.53 0.38
H -1.69 -2.27 -3.18 0.17
H -1.23 -2.80 -1.55 0.23
H 0.74 -1.41 -3.42 0.22
H 0.54 -3.17 -3.45 0.22
O -1.10 1.59 -0.75 -0.61
N -0.55 2.57 -1.52 -0.04
C -1.26 3.72 -1.59 0.06
C -0.86 4.76 -2.38 -0.29
C 0.32 4.58 -3.13 -0.17
C 1.02 3.42 -3.05 -0.23
C 0.60 2.35 -2.20 0.04
S 1.48 0.92 -2.01 0.00
H -2.13 3.73 -0.96 0.23
H -1.44 5.67 -2.40 0.22
H 0.67 5.38 -3.77 0.21
H 1.94 3.27 -3.59 0.23
S -1.29 -1.59 0.96 -0.21
C -0.32 -2.51 2.13 -0.08
C -0.81 -3.71 2.63 -0.26
C -0.11 -4.43 3.59 -0.25
C 1.10 -3.93 4.06 -0.24
C 1.59 -2.74 3.55 -0.22
C 0.90 -2.01 2.59 -0.21
S 1.61 -0.51 1.98 -0.11
H -1.76 -4.09 2.26 0.20
H -0.50 -5.36 3.97 0.20
H 1.67 -4.47 4.81 0.20
H 2.55 -2.36 3.90 0.21
```

=====

Entry 5:
Molecular formula: C16H18N4O2Pb
Method: DFT, ωB97M-V with the def2-TZVPD basis set

- LUMO (alpha / beta) (eV) = -15.442 / -19.293
- energy relative to the best compared isomer or geometry (same formula, charge and spin) (kJ/mol) = 957.2
- HOMO (alpha / beta) (hartree) = -0.785 / -0.779
- orbital gap (alpha / beta) (eV) = 5.9 / 1.9
- total charge = +4

```
41
Properties=species:S:1:pos:R:3:nbo_charge:R:1
N 1.13 -3.19 2.01 -0.46
C 0.99 -4.18 2.61 0.48
C 0.78 -5.41 3.37 -0.76
H 0.89 -5.23 4.45 0.32
H 1.51 -6.18 3.07 0.32
H -0.23 -5.80 3.18 0.30
N -2.17 -0.99 -3.07 -0.13
C -3.08 -1.44 -3.63 0.59
C -4.24 -2.00 -4.32 -0.76
H -3.93 -2.57 -5.21 0.39
H -4.92 -1.20 -4.65 0.34
H -4.79 -2.67 -3.65 0.39
N -1.96 2.46 2.38 -0.53
C -2.82 2.78 3.08 0.46
C -3.91 3.16 3.98 -0.75
H -4.88 2.81 3.58 0.29
H -3.96 4.25 4.10 0.30
H -3.77 2.71 4.98 0.30
Pb -0.16 -0.13 0.66 1.38
C -1.98 0.90 -0.47 0.47
O -3.10 1.15 -0.59 -0.29
C -0.34 -2.11 -0.65 0.46
O -0.73 -3.17 -0.86 -0.30
C 2.23 -0.42 -0.81 -0.29
C 2.39 0.30 0.41 -0.16
C 1.54 1.79 0.56 -0.18
C 0.82 2.17 -0.61 -0.25
C 0.96 1.46 -1.79 -0.24
C 1.64 0.21 -1.88 -0.20
H 2.94 -1.21 -0.89 0.31
H 3.03 0.07 1.25 0.34
H 1.77 2.36 1.44 0.35
H 0.56 3.20 -0.58 0.31
H 0.41 1.85 -2.69 0.31
H 1.62 -0.35 -2.86 0.30
C 4.61 2.62 -1.19 -0.92
C 3.37 1.93 -1.24 0.79
N 2.99 1.66 0.20 -0.44
H 5.32 1.98 -1.90 0.39
H 5.10 2.72 -0.10 0.36
H 4.39 3.70 -1.65 0.41
```

=====

Entry 6:
Molecular formula: C16H18N4O2S
Method: DFT, ωB97M-V with the def2-TZVPD basis set

- LUMO (eV) = 0.050
- energy relative to the best compared isomer or geometry (same formula, charge and spin) (kJ/mol) = 1348.2
- HOMO (hartree) = -0.290
- orbital gap (eV) = 7.9
- total charge = 0

```
41
Properties=species:S:1:pos:R:3:nbo_charge:R:1
N -1.84 -1.85 -1.10 -0.73
C -1.42 -0.64 -0.70 0.44
C -2.33 0.30 -0.10 -0.24
C -1.99 1.46 0.37 0.51
O -2.68 2.18 0.78 -0.59
N -0.72 1.64 0.24 -0.55
C 0.05 0.71 -0.26 0.42
N -0.29 -0.27 -1.01 -0.55
S 1.76 1.35 -0.73 0.16
C 2.56 -0.23 -1.37 -0.63
H 1.61 -0.55 -1.71 0.31
C 3.15 -0.92 -0.41 0.64
O 2.82 -2.25 -0.02 -0.64
N 4.44 -0.44 0.16 -0.42
C 5.08 0.67 -0.45 -0.22
C 6.19 0.80 0.77 -0.38
H 7.14 1.20 0.24 0.20
C 6.56 -0.67 1.08 -0.45
C 5.32 -1.14 1.04 -0.25
H 5.16 -2.27 1.00 0.24
H 4.74 -1.11 2.01 0.21
H 7.04 -0.61 2.08 0.24
H 7.16 -0.97 0.25 0.21
H 5.89 1.42 1.71 0.23
H 4.41 1.72 -0.53 0.20
H 5.53 0.58 -1.36 0.18
H 3.20 -0.06 -2.17 0.26
H -0.27 2.77 0.50 0.44
C -3.97 -0.20 0.23 0.05
C -4.87 0.69 -0.14 -0.25
C -6.22 0.50 -0.08 -0.18
C -6.60 -0.88 0.34 -0.19
C -5.54 -1.71 0.83 -0.19
C -4.27 -1.54 0.62 -0.26
H -3.50 -2.17 0.95 0.22
H -5.79 -2.52 1.26 0.19
H -7.58 -1.12 0.43 0.19
H -7.01 1.11 -0.03 0.21
H -4.67 1.75 -0.58 0.23
H -1.30 -2.20 -1.63 0.35
H -2.78 -2.19 -1.12 0.40
```

=====

Entry 7:
Molecular formula: C16H18N6O3S
Method: DFT, ωB97M-V with the def2-TZVPD basis set

- structure (SMILES) = Cn1c(=O)c2[nH]c(N3CCN(C(=O)c4cccs4)CC3)nc2n(C)c1=O
- LUMO (eV) = 0.287
- HOMO (hartree) = -0.289
- orbital gap (eV) = 8.1
- total charge = 0

```
44
Properties=species:S:1:pos:R:3:nbo_charge:R:1
C 0.33 -1.74 6.67 -0.41
N 0.76 -1.19 5.35 -0.44
C -0.21 -0.73 4.49 0.64
O -1.39 -0.65 4.84 -0.65
C 0.12 -0.30 3.15 -0.08
N -0.54 0.14 2.01 -0.53
C 0.42 0.31 1.02 0.58
N 0.18 0.55 -0.32 -0.43
C 1.32 0.75 -1.24 -0.21
C 0.94 1.49 -2.52 -0.22
N -0.25 0.89 -3.17 -0.44
C -0.57 1.30 -4.46 0.65
O 0.10 2.10 -5.07 -0.58
C -1.88 0.93 -5.02 -0.32
C -2.06 0.18 -6.15 -0.22
C -3.47 0.02 -6.48 -0.25
C -4.26 0.70 -5.61 -0.38
S -3.33 1.47 -4.30 0.43
C -1.03 -0.11 -2.37 -0.23
C -1.15 0.33 -0.92 -0.22
N 1.60 0.10 1.51 -0.56
C 1.44 -0.24 2.81 0.36
N 2.45 -0.56 3.71 -0.42
C 3.80 -0.57 3.27 -0.41
C 2.09 -1.10 4.93 0.79
O 2.94 -1.53 5.68 -0.64
H -0.45 -2.50 6.48 0.22
H 1.15 -2.22 7.19 0.24
H -0.07 -0.93 7.30 0.22
H -1.55 0.09 1.85 0.43
H 2.14 1.31 -0.77 0.25
H 1.72 -0.24 -1.56 0.19
H 1.79 1.43 -3.18 0.23
H 0.77 2.55 -2.33 0.20
H -1.26 -0.21 -6.74 0.23
H -3.83 -0.47 -7.38 0.23
H -5.35 0.70 -5.66 0.24
H -2.04 -0.29 -2.78 0.24
H -0.49 -1.04 -2.40 0.20
H -1.76 -0.37 -0.36 0.21
H -1.64 1.30 -0.91 0.20
H 4.01 -1.44 2.61 0.20
H 4.50 -0.61 4.13 0.25
H 4.01 0.37 2.70 0.22
```

=====

Entry 8:
Molecular formula: C16H18N6O4
Method: DFT, ωB97M-V with the def2-TZVPD basis set

- structure (SMILES) = Cc1nc(CN(C)C(=O)c2coc([C@H](C)NC(=O)[C@@H]3C[C@H]3C#N)n2)no1
- LUMO (eV) = 0.463
- energy relative to the best compared isomer or geometry (same formula, charge and spin) (kJ/mol) = 9.5
- HOMO (hartree) = -0.352
- orbital gap (eV) = 10.0
- total charge = 0

```
44
Properties=species:S:1:pos:R:3:nbo_charge:R:1
C 5.65 0.92 -0.97 -0.67
C 4.73 1.62 -0.05 0.55
N 3.61 1.20 0.44 -0.51
C 3.22 2.27 1.22 0.30
C 1.95 2.26 2.00 -0.28
N 1.90 1.13 2.92 -0.41
C 2.73 1.27 4.10 -0.42
C 1.53 -0.13 2.56 0.66
O 1.80 -1.11 3.23 -0.62
C 0.71 -0.35 1.33 -0.04
C 0.56 -1.57 0.77 0.13
O -0.26 -1.44 -0.31 -0.40
C -0.57 -0.13 -0.35 0.50
C -1.50 0.33 -1.43 -0.12
C -1.64 1.84 -1.44 -0.60
N -2.78 -0.33 -1.28 -0.60
C -3.22 -1.28 -2.15 0.68
O -2.59 -1.64 -3.12 -0.62
C -4.52 -1.92 -1.75 -0.31
C -4.43 -3.27 -1.08 -0.36
C -4.94 -3.15 -2.49 -0.34
C -6.34 -3.35 -2.74 0.29
N -7.47 -3.50 -2.92 -0.32
N -0.03 0.57 0.59 -0.48
N 4.04 3.27 1.21 -0.15
O 5.06 2.85 0.36 -0.29
H 5.25 -0.06 -1.20 0.25
H 5.77 1.50 -1.89 0.24
H 6.64 0.82 -0.51 0.24
H 1.88 3.18 2.58 0.22
H 1.10 2.22 1.32 0.27
H 2.59 0.41 4.74 0.25
H 3.79 1.34 3.83 0.19
H 2.45 2.18 4.63 0.20
H 0.94 -2.55 1.01 0.23
H -1.11 -0.03 -2.39 0.26
H -0.67 2.32 -1.58 0.23
H -2.29 2.14 -2.26 0.22
H -2.05 2.20 -0.50 0.22
H -3.34 -0.13 -0.46 0.40
H -5.31 -1.26 -1.40 0.24
H -3.44 -3.70 -0.97 0.24
H -5.15 -3.49 -0.30 0.23
H -4.27 -3.45 -3.28 0.29
```

=====

Question: Which of these has the highest total charge?
Answer: C16H18N4O2Pb